Molecular formula: C3H5NO4
Method: DFT, ωB97M-V with the def2-TZVPD basis set

The geometry in ORCA input format:
```
! wB97M-V def2-TZVPD RIJCOSX def2/J DEFGRID3
* xyz 0 3
C -1.007 0.033 -0.371
C 1.912 0.173 -0.070
C -0.377 -0.765 0.636
N -1.177 1.415 -0.192
O -1.382 -0.413 -1.451
O 2.726 1.018 0.192
O 2.077 -0.917 -0.796
O -0.251 -2.098 0.547
H -0.125 -0.441 1.546
H -0.901 1.759 0.680
H -1.435 1.971 -0.982
H 3.035 -1.174 -1.163
H -0.594 -2.382 -0.342
*
```

Computed properties:
HOMO energy (spin up / spin down): -0.2744 / -0.3631 Ha
LUMO level (spin up / spin down): 0.614 / -1.775 eV
frontier orbital gap (spin up / spin down): 8.1 / 8.1 eV
energy above the lowest of the compared OMol25 structures with the same formula, charge and spin: 0.00 kJ/mol
<S²>: 2.01